(1)
ORCA calculation (ωB97M-V with the def2-TZVPD basis set) on one molecule with the formula C6H9N3.

```
18
Properties=species:S:1:pos:R:3:forces:R:3
C -1.032 1.054 -1.485 0.206 1.865 -2.550
C -0.701 0.299 -0.268 0.595 -1.841 -1.518
C -1.671 -0.138 0.718 -4.203 3.517 -3.405
N -0.782 0.942 0.977 3.086 0.166 2.957
N 0.260 0.417 1.961 2.563 1.209 -1.543
C 1.413 -0.142 1.483 -4.554 6.137 11.727
C 1.462 -0.921 0.473 -1.478 -4.756 -8.325
N 1.860 -0.442 -0.806 -0.295 0.766 -1.262
C 0.398 -0.645 -0.563 1.842 -4.033 -0.368
H 0.048 1.231 -1.693 -0.857 1.002 -1.105
H -1.327 0.275 -2.329 0.022 2.021 1.611
H -1.584 2.182 -1.462 1.167 -3.656 0.133
H -2.712 0.172 0.364 1.185 -0.480 1.181
H -1.584 -0.909 1.317 0.425 -4.032 2.495
H 2.100 -0.317 2.346 -0.373 0.413 -0.669
H 1.598 -1.931 0.675 0.818 -1.757 0.320
H 1.996 0.512 -0.581 0.864 1.639 -0.522
H 0.259 -1.639 -1.126 -1.012 1.822 0.843
```
Forces are in eV/Å.

Values from the calculation:
* Kohn-Sham gap: 9.22 eV
* ΔE to the lowest compared entry with this formula, charge and spin: 153.7 kcal/mol
* calculated total energy: -10830.9627 eV

(2)
ORCA calculation (ωB97M-V with the def2-TZVPD basis set) on a 8-piece molecular cluster, H16O8 overall.

```
24
Properties=species:S:1:pos:R:3:forces:R:3
O -2.394 -1.720 -1.196 -3.449 3.652 2.174
H -2.144 -2.559 -1.081 0.784 -5.612 1.549
H -1.822 -1.550 -1.866 2.685 1.909 -3.944
O 2.482 1.609 0.810 1.222 -0.496 1.103
H 2.306 0.656 0.787 -0.417 -0.136 -0.367
H 3.192 1.580 1.500 -0.798 0.650 -0.884
O -1.718 2.684 0.652 6.828 -5.670 1.600
H -2.403 3.060 0.295 -6.158 3.199 -3.276
H -1.512 1.815 0.123 -0.678 2.519 1.783
O -0.748 -0.288 0.609 1.445 0.934 2.258
H -0.226 -0.086 -0.134 2.307 1.404 -0.949
H -1.360 -0.710 0.091 -3.816 -2.369 -1.234
O 0.555 1.216 -1.524 -10.443 0.754 -3.375
H 1.349 1.496 -1.495 9.553 2.743 1.080
H 0.160 2.044 -2.128 0.959 -3.439 2.444
O -0.160 -1.017 -3.017 -4.620 0.917 -1.736
H 0.108 -0.346 -2.450 0.346 3.052 1.618
H 0.540 -1.541 -2.907 4.272 -4.058 0.018
O 2.447 -1.323 0.740 -1.006 -1.223 1.100
H 1.585 -1.866 0.544 2.543 1.470 1.435
H 2.811 -1.438 1.693 -1.602 -0.243 -2.451
O -1.153 -0.311 3.456 -1.248 3.492 -2.320
H -0.973 -0.413 2.501 0.167 -0.376 0.830
H -0.924 -0.994 3.997 1.125 -3.071 1.544
```
Forces are in eV/Å.

Values from the calculation:
* Kohn-Sham gap: 10.49 eV
* ΔE to the lowest compared entry with this formula, charge and spin: 110.4 kcal/mol
* calculated total energy: -16637.2217 eV

(3)
ORCA calculation (ωB97M-V with the def2-TZVPD basis set) on an isolated ion of composition C5H7N2 and charge +1.

```
14
Properties=species:S:1:pos:R:3:forces:R:3
C -3.183 0.521 0.007 -2.953 0.631 -0.399
N -2.414 -0.442 0.205 -0.685 -1.079 -0.475
C -1.233 -0.740 0.293 3.651 -0.701 0.290
N -0.073 -1.067 0.204 -3.255 0.071 0.203
C 1.027 -0.252 0.021 0.791 3.657 -1.055
C 0.831 1.079 -0.290 -0.545 -5.758 1.605
C 2.386 -0.838 0.121 1.230 -3.573 -0.230
H -2.914 1.523 0.251 0.546 0.754 -0.059
H -4.246 0.389 -0.357 1.301 -0.269 0.573
H -0.021 1.621 -0.375 -2.891 1.064 -0.022
H 1.634 1.557 -0.579 4.199 2.537 -1.193
H 3.161 -0.727 -0.749 -1.703 0.587 1.685
H 2.232 -2.004 0.113 0.357 2.088 0.175
H 2.812 -0.622 1.135 -0.041 -0.010 -1.099
```
Forces are in eV/Å.

Values from the calculation:
* total charge: +1
* Kohn-Sham gap (alpha / beta): 7.45 / 7.44 eV
* ΔE to the lowest compared entry with this formula, charge and spin: 119.9 kcal/mol
* calculated total energy: -8267.5767 eV

(4)
ORCA calculation (ωB97M-V with the def2-TZVPD basis set) on a 7-piece molecular cluster, C18H53N3O10 overall.

```
84
Properties=species:S:1:pos:R:3:forces:R:3
C 1.858 1.386 -1.238 1.166 1.073 -0.775
O 0.997 2.143 -2.080 -1.063 -0.720 0.589
C 0.145 1.329 -2.928 1.060 1.371 -0.707
C -0.443 2.310 -4.004 0.642 -1.671 1.446
N -1.261 3.340 -3.400 -0.669 -0.035 -0.930
C -1.045 4.582 -4.142 0.094 0.321 1.152
C -2.057 5.662 -3.762 0.359 -0.670 -1.989
O -1.854 6.166 -2.489 -0.943 0.370 1.189
C -3.036 6.437 -1.717 0.646 -0.303 0.488
H 2.495 2.133 -0.766 -0.148 0.067 0.321
H 2.565 0.855 -1.875 -0.049 -0.606 -0.082
H 1.482 0.727 -0.455 -0.774 0.019 -0.228
H -0.579 0.766 -2.339 -0.253 0.073 0.003
H 0.834 0.653 -3.434 -0.335 -0.444 -0.200
H -0.966 1.737 -4.769 -0.450 -0.031 0.143
H 0.434 2.683 -4.533 0.306 0.486 0.130
H -1.036 3.496 -2.428 0.341 -0.087 -0.022
H -1.109 4.409 -5.217 -0.139 -0.130 0.010
H -0.019 4.857 -3.897 0.257 0.730 -0.364
H -3.001 5.177 -4.010 -0.631 0.015 0.955
H -2.011 6.448 -4.516 0.280 0.475 -0.023
H -3.661 7.286 -1.992 0.077 -0.013 -0.954
H -2.721 6.727 -0.715 0.385 -0.299 0.025
H -3.634 5.530 -1.625 -0.172 0.003 -0.140
C 0.861 1.301 3.360 0.512 0.666 -0.424
O 0.209 1.138 4.564 -0.465 -1.770 1.911
C 0.287 -0.213 5.141 -1.840 0.582 -1.083
C 1.100 -0.452 6.364 0.442 0.375 -0.022
N 2.530 -0.347 6.179 0.284 -0.633 0.336
C 3.258 -0.805 7.374 1.477 -0.213 -0.968
C 3.378 -2.339 7.466 -1.017 -0.580 -0.717
O 4.164 -2.868 8.503 0.073 0.662 0.628
C 3.610 -2.883 9.811 0.380 -0.572 0.289
H 0.482 0.716 2.522 -0.065 -0.458 0.117
H 1.921 1.106 3.523 0.309 0.116 -0.550
H 0.670 2.341 3.095 0.443 0.111 -0.129
H 0.437 -0.983 4.384 0.720 0.232 -0.377
H -0.744 -0.428 5.422 -0.238 0.169 0.278
H 0.876 -1.482 6.644 -0.122 0.031 0.203
H 0.794 0.228 7.159 -0.430 0.001 0.309
H 2.760 0.624 6.025 0.115 0.078 -0.071
H 2.974 -0.284 8.288 -0.343 -0.260 0.305
H 4.295 -0.542 7.164 0.154 0.440 0.322
H 3.800 -2.744 6.547 0.609 0.553 -0.123
H 2.420 -2.852 7.387 -0.640 0.109 0.758
H 4.374 -3.276 10.482 0.233 -0.099 -0.231
H 2.782 -3.586 9.894 -0.351 0.093 -0.222
H 3.342 -1.933 10.273 -0.205 0.392 -0.584
C 1.202 -2.516 -3.994 -0.551 0.396 1.003
O 0.629 -1.541 -4.798 -0.679 1.085 -2.622
C -0.151 -2.073 -5.883 -1.583 0.942 -0.203
C -1.065 -0.949 -6.535 0.603 -0.489 0.659
N -2.119 -0.417 -5.663 1.500 -0.013 0.687
C -3.233 -1.298 -5.427 -0.229 0.142 0.933
C -3.566 -1.303 -3.897 0.105 -0.913 0.028
O -2.421 -1.666 -3.112 1.203 -1.059 0.039
C -2.545 -1.930 -1.687 -1.500 2.085 -0.988
H 0.428 -2.634 -3.235 0.083 -1.481 0.238
H 2.027 -2.088 -3.426 0.357 0.034 -0.425
H 1.510 -3.371 -4.596 -0.058 -0.324 0.482
H -0.881 -2.818 -5.566 0.192 -0.389 0.678
H 0.433 -2.555 -6.668 0.534 0.148 0.034
H -1.631 -1.306 -7.396 0.693 -0.332 -0.394
H -0.366 -0.161 -6.817 -0.306 0.287 -0.216
H -1.673 -0.403 -4.757 0.326 0.637 0.320
H -3.074 -2.325 -5.756 0.234 -0.277 0.093
H -4.078 -0.930 -6.008 -0.433 -0.064 0.291
H -4.299 -2.102 -3.787 -0.534 0.242 0.309
H -3.913 -0.336 -3.533 -0.341 0.106 -0.221
H -2.762 -0.951 -1.260 0.157 0.280 0.452
H -1.657 -2.295 -1.170 0.135 -0.350 -0.880
H -3.449 -2.483 -1.428 0.127 -0.718 -0.287
O 1.133 -3.843 -0.123 -0.075 -0.066 -0.499
H 0.801 -4.678 0.207 -0.023 -0.218 0.033
H 1.162 -3.275 0.647 0.155 0.210 0.529
O 2.589 -2.535 2.924 -0.042 -0.326 -0.012
H 2.120 -1.740 2.671 -0.292 0.262 -0.231
H 3.433 -2.222 3.251 0.203 0.047 0.164
O -2.258 -1.239 1.725 0.049 0.056 0.047
H -2.953 -1.854 1.489 -0.099 -0.280 -0.078
H -2.720 -0.432 1.955 -0.073 0.323 0.112
O 0.446 -1.309 1.033 0.719 0.106 0.097
H -0.466 -1.137 1.270 -0.629 -0.077 0.206
H 0.411 -1.562 0.110 0.049 -0.028 -0.374
```
Forces are in eV/Å.

Values from the calculation:
* Kohn-Sham gap: 8.37 eV
* ΔE to the lowest compared entry with this formula, charge and spin: 72.7 kcal/mol
* calculated total energy: -44464.9199 eV

(5)
ORCA calculation (ωB97M-V with the def2-TZVPD basis set) on C21H13F5IrN5OS2 as an isolated structure.

```
48
Properties=species:S:1:pos:R:3:forces:R:3
Ir -0.226 0.798 0.359 -0.092 -0.130 -0.004
S -2.350 -5.242 4.119 -0.028 0.077 -0.042
N -1.908 -3.797 4.663 0.031 -0.052 0.018
C -1.607 -3.061 3.605 -0.011 0.029 0.042
C -1.156 -1.686 3.639 -0.009 0.009 -0.037
C -0.966 -0.905 4.788 -0.015 -0.064 0.005
C -0.541 0.399 4.648 0.011 0.056 0.020
C -0.302 0.924 3.380 -0.046 0.040 -0.016
N -0.482 0.186 2.284 0.104 -0.103 -0.020
C -0.897 -1.098 2.408 -0.017 -0.033 -0.048
C -1.062 -1.801 1.167 0.022 0.089 0.011
N -0.775 -1.085 0.047 0.017 -0.006 0.106
C -0.891 -1.657 -1.155 -0.010 -0.001 0.014
C -1.319 -2.974 -1.279 0.018 0.042 -0.082
C -1.625 -3.713 -0.154 -0.023 -0.056 0.073
C -1.496 -3.120 1.107 0.010 0.022 0.022
C -1.772 -3.755 2.380 -0.010 -0.017 -0.042
N -2.193 -5.000 2.538 0.026 -0.046 0.022
H -1.154 -1.335 5.764 -0.004 0.009 0.007
H -0.386 1.030 5.512 0.002 0.012 -0.007
H 0.028 1.946 3.243 0.023 -0.011 0.003
H -0.641 -1.053 -2.015 0.010 0.021 -0.024
H -1.408 -3.402 -2.267 0.003 0.011 -0.005
H -1.962 -4.740 -0.230 0.000 0.000 -0.006
C -1.985 3.718 -4.044 0.018 -0.028 -0.011
N -1.622 3.402 -2.652 -0.039 0.016 -0.058
C -2.118 4.337 -1.634 -0.004 -0.050 0.028
C -0.956 2.338 -2.371 0.245 -0.163 0.050
O -0.649 1.998 -1.162 -0.185 0.258 0.111
H -1.660 4.732 -4.264 0.005 -0.016 -0.030
H -3.067 3.649 -4.148 0.003 0.032 -0.008
H -1.503 3.019 -4.723 -0.011 -0.002 -0.007
H -2.036 5.344 -2.035 0.004 0.009 0.022
H -1.529 4.253 -0.727 -0.004 0.003 0.000
H -3.165 4.118 -1.429 0.000 0.019 0.006
H -0.622 1.707 -3.193 -0.044 0.028 -0.039
F 5.958 -0.049 -3.207 -0.013 0.007 0.007
C 5.032 0.037 -2.316 0.039 -0.008 0.006
C 3.689 0.209 -2.736 -0.028 0.005 -0.037
F 3.429 0.273 -4.017 -0.010 0.002 0.021
C 2.696 0.301 -1.806 -0.021 0.007 -0.070
F 1.439 0.453 -2.226 -0.008 -0.046 0.028
C 2.969 0.229 -0.421 -0.025 -0.016 0.014
S 1.893 0.303 0.895 0.009 0.046 -0.130
C 4.338 0.046 -0.036 0.072 -0.002 0.064
F 4.610 -0.029 1.245 0.019 -0.001 -0.018
C 5.354 -0.044 -0.955 -0.027 0.007 0.021
F 6.596 -0.202 -0.587 -0.006 -0.005 0.021
```
Forces are in eV/Å.

Values from the calculation:
* total charge: +3
* Kohn-Sham gap (alpha / beta): 6.24 / 5.06 eV
* ΔE to the lowest compared entry with this formula, charge and spin: 8.2 kcal/mol
* calculated total energy: -69554.5474 eV
* multiplicity: 2
* ⟨S²⟩: 0.78